No. 1
Below is an isolated molecule of C5H9NOS at a distorted geometry, with properties calculated with ωB97M-V/def2-TZVPD.

Cartesian coordinates (Å):
N 0.41 0.38 -2.26
C 0.77 -0.47 -1.13
C 0.29 -0.35 0.37
S 1.23 -1.72 1.14
C 0.44 1.04 0.74
C -0.79 1.36 1.21
O -1.70 0.35 1.47
C -1.16 -0.52 0.44
H 0.51 1.34 -2.15
H -0.54 0.40 -2.79
H 0.13 -1.63 -1.16
H 1.91 -0.73 -1.10
H 1.05 -1.54 2.44
H 1.26 1.76 0.62
H -0.78 2.31 1.89
H -1.30 -1.61 0.78
H -1.73 -0.38 -0.51

## Properties
- structure (SMILES) = NC[C@@]1(S)C=COC1
- E_HOMO (eV) = -8.827
- relative energy (zero: lowest compared OMol25 entry of this formula, charge and spin) (eV) = 4.418
- total charge = 0

No. 2
Below is the ion C7H8ClN2O2 with charge -1 at a distorted geometry, with properties calculated with ωB97M-V/def2-TZVPD.

Cartesian coordinates (Å):
C -1.53 -0.14 -1.00
C -0.66 1.08 -1.10
C -1.21 -1.10 -0.16
C 1.69 1.01 -1.17
C -0.02 1.54 0.34
C 1.41 1.13 0.17
C 0.22 -1.24 0.44
N -2.05 -2.07 0.18
N 0.33 -1.32 1.83
O 0.52 0.86 -1.92
O 2.78 0.83 -1.71
Cl 1.27 -2.19 -0.46
H -2.52 -0.08 -1.37
H -1.24 1.97 -1.54
H -0.17 2.80 0.34
H -0.43 1.24 1.37
H 2.13 1.05 0.94
H -1.50 -2.92 0.50
H -0.05 -0.47 2.20
H 1.03 -1.98 2.13

## Properties
- multiplicity = 3
- E_HOMO (alpha / beta) (eV) = -2.438 / -2.345
- relative energy (zero: lowest compared OMol25 entry of this formula, charge and spin) (eV) = 0.450
- total charge = -1